{
  "formula": "C35H58IN5O6S",
  "method": "ωB97M-V with the def2-TZVPD basis set",
  "species": ["I", "S", "O", "O", "O", "O", "O", "O", "N", "N", "N", "N", "N", "C", "C", "C", "C", "C", "C", "C", "C", "C", "C", "C", "C", "C", "C", "C", "C", "C", "C", "C", "C", "C", "C", "C", "C", "C", "C", "C", "C", "C", "C", "C", "C", "C", "C", "C", "H", "H", "H", "H", "H", "H", "H", "H", "H", "H", "H", "H", "H", "H", "H", "H", "H", "H", "H", "H", "H", "H", "H", "H", "H", "H", "H", "H", "H", "H", "H", "H", "H", "H", "H", "H", "H", "H", "H", "H", "H", "H", "H", "H", "H", "H", "H", "H", "H", "H", "H", "H", "H", "H", "H", "H", "H", "H"],
  "xyz": [[2.701, -1.662, 2.589], [6.826, 5.689, 0.891], [1.315, 0.958, -5.016], [7.791, 5.017, 1.834], [7.476, 5.918, -0.457], [1.206, 3.209, -4.541], [-3.140, -2.970, -5.585], [-2.439, -0.711, 4.120], [-2.291, -2.867, -6.647], [-2.661, -0.243, 5.381], [-0.757, 2.832, 1.470], [5.416, 3.298, 1.339], [3.270, 4.112, -0.870], [-1.921, -0.651, 7.738], [-2.932, -5.300, -6.970], [-5.036, -1.092, 5.663], [-1.791, -4.247, -6.955], [6.347, -0.012, 2.091], [-1.270, -1.828, -6.306], [4.038, 1.166, 1.743], [1.701, 0.611, 0.382], [-0.754, -1.815, 5.945], [-0.168, -2.350, -5.357], [-2.156, -1.279, 6.339], [2.818, 0.223, 1.454], [-4.616, 0.907, 4.226], [-3.116, -2.480, 6.477], [5.147, 0.749, 2.851], [-4.107, 0.129, 5.472], [1.940, 1.964, -0.388], [4.385, 4.926, -0.522], [4.246, 2.545, 0.975], [5.409, 4.492, 0.562], [-1.887, -0.560, -5.648], [-4.312, 1.141, 6.623], [-0.965, 0.438, 0.519], [0.664, 1.333, -2.682], [3.180, 2.905, -0.093], [0.410, -3.697, -5.772], [-0.640, -1.273, -7.605], [-4.559, -2.062, 6.737], [-1.228, -4.307, -8.399], [-0.705, -4.720, -5.966], [0.427, -0.336, 0.125], [6.151, 7.227, 1.667], [0.849, 2.414, -1.499], [-0.830, 1.359, 1.826], [1.082, 1.847, -4.136], [-5.116, -1.645, 4.718], [1.131, 3.410, -2.004], [6.724, 0.722, 1.278], [-0.574, -2.453, -4.342], [5.161, 7.057, 2.234], [-2.783, -3.135, 7.289], [1.005, -3.590, -6.684], [-0.267, -5.663, -6.311], [0.645, -1.622, -5.285], [-5.360, 1.458, 6.674], [0.023, 1.028, 2.522], [-2.703, -0.155, -6.256], [-3.710, 2.040, 6.463], [-1.134, 0.228, -5.545], [-0.767, -2.395, 5.019], [6.042, -0.989, 1.584], [-1.455, 0.333, 7.657], [0.079, -0.478, -7.373], [-1.864, -3.757, -9.095], [-0.362, -2.487, 6.716], [-1.405, -0.839, -8.254], [-1.175, -5.340, -8.755], [-1.254, -1.276, 8.340], [-1.810, 1.234, 2.433], [1.097, -4.052, -4.997], [-1.155, -4.934, -4.989], [-0.038, -0.995, 5.829], [-2.271, -0.751, -4.643], [-5.200, -2.948, 6.736], [-4.080, 0.753, 7.610], [1.314, 0.425, -2.440], [-3.368, -5.465, -5.982], [5.619, 1.706, 3.304], [-3.978, 1.772, 4.014], [-1.726, -0.396, 0.755], [0.311, -0.673, -0.960], [-4.662, -1.610, 7.729], [-2.558, -6.273, -7.302], [-1.353, 0.972, -0.414], [-2.830, -0.563, 8.332], [-0.465, 1.079, -2.733], [6.940, 7.734, 2.346], [7.261, -0.220, 2.759], [-0.980, 3.361, 2.340], [-6.049, -0.761, 5.906], [5.921, 7.990, 0.833], [-5.630, 1.282, 4.394], [-4.661, 0.285, 3.330], [-0.187, 2.606, -1.021], [-0.083, -2.005, -8.182], [-1.542, 2.983, 0.803], [4.522, 5.914, -1.080], [-3.088, -3.088, 5.565], [0.428, -1.286, 0.768], [-3.732, -5.002, -7.655], [4.702, 0.176, 3.731], [2.149, 3.279, -4.849], [-0.208, -3.932, -8.482]],
  "forces_ev_per_a": [[-0.02, 1.55, -0.99], [4.46, -2.46, -0.96], [-0.80, 3.50, 3.54], [-3.07, 1.85, -1.46], [-2.56, 0.40, 2.98], [0.91, -1.85, 1.61], [1.04, 0.36, -2.28], [0.01, 1.33, 2.14], [-1.09, -0.91, 4.16], [-0.50, -2.80, -3.35], [-0.43, -0.77, 0.34], [-3.75, 2.83, -4.25], [3.65, -0.12, 3.22], [-0.28, 0.09, 0.16], [-0.29, 0.45, 0.50], [0.31, -0.44, -0.04], [0.28, -1.41, -1.52], [0.42, 0.56, -0.32], [1.02, 1.82, -0.64], [-2.06, -0.77, -0.62], [2.79, 2.36, -0.21], [-0.24, 0.15, -0.69], [-0.07, -0.44, 0.12], [1.23, -0.34, 1.72], [1.48, 3.89, -1.41], [0.62, -0.35, -0.29], [-0.33, 0.06, -0.22], [0.32, 0.76, -0.74], [-1.42, 1.55, 0.56], [0.29, -1.85, 1.76], [-0.76, -2.85, 1.16], [-1.17, -2.37, 0.38], [-1.65, -1.11, 0.12], [-0.52, -0.47, 0.12], [-0.05, -0.06, 0.28], [0.51, -0.95, 0.32], [-0.25, 1.23, 0.30], [-0.27, -0.47, 0.06], [-0.06, 0.02, -0.04], [0.26, -0.05, -0.13], [0.00, 0.05, 0.00], [0.29, 0.15, -0.05], [0.10, 0.27, 0.25], [-0.62, 0.86, 0.48], [-0.75, 1.56, -0.14], [0.12, 0.43, -0.04], [-1.62, -0.13, 0.29], [0.94, -3.26, -3.27], [0.16, 0.17, 0.00], [-0.13, -1.55, 1.09], [-0.61, -1.30, 1.22], [-0.18, 0.04, -0.14], [1.78, -0.12, -0.82], [0.21, 0.21, -0.07], [-0.04, -0.02, 0.00], [-0.25, 0.06, -0.16], [-0.25, 0.19, -0.14], [0.15, -0.12, -0.21], [-1.08, 0.59, -1.30], [0.06, -0.15, 0.07], [0.04, -0.13, -0.02], [0.14, -0.32, -0.24], [-0.11, 0.25, 0.00], [0.22, 1.37, 0.76], [-0.08, -0.02, -0.05], [-0.21, -0.11, 0.18], [0.03, 0.04, 0.09], [-0.31, 0.22, 0.08], [-0.02, -0.12, 0.08], [-0.15, 0.06, 0.23], [-0.02, -0.04, -0.28], [1.62, -0.29, -0.83], [-0.01, 0.03, -0.08], [-0.14, 0.11, -0.12], [-0.11, -0.04, -0.03], [-0.09, -0.18, -0.16], [0.03, 0.08, 0.03], [0.10, -0.06, -0.01], [-1.12, 1.18, -0.83], [0.02, 0.26, -0.10], [-0.98, -1.46, -0.91], [-0.01, -0.15, 0.04], [1.15, 1.30, -0.40], [0.52, 0.51, 1.47], [0.04, -0.01, -0.02], [0.22, 0.31, -0.05], [0.44, -0.38, 1.51], [0.01, 0.11, -0.10], [1.96, 0.05, -0.13], [-1.15, -1.37, -1.12], [-1.58, 0.31, -0.77], [0.17, -0.43, -1.05], [0.13, 0.25, -0.08], [0.40, -1.40, 1.07], [0.17, -0.13, 0.28], [0.19, 0.00, 0.12], [2.02, -0.39, -0.49], [-0.07, -0.10, -0.01], [0.70, 0.10, 0.85], [-0.17, -1.67, 0.89], [0.09, 0.19, -0.03], [0.54, 1.55, -0.88], [0.08, 0.04, 0.10], [0.46, 0.60, -1.50], [-1.33, -0.07, 0.02], [-0.10, 0.12, 0.01]],
  "homo_lumo_gap_ev": 7.040,
  "spin_multiplicity": 3,
  "e_tot_ev": -75894.4707,
  "e_homo_ev": -8.42,
  "e_lumo_ev": -1.38,
  "largest_force_ev_per_a": 6.34
}